# 1
The following is a quantum chemistry calculation of C2H8N2O3S in the gas phase, from the Open Molecules 2025 dataset.

Output
- Multiplicity: 1
- Frontier orbital gap: 7.998 eV
- Structure (SMILES): CN(C)OS(N)(=O)=O

Atoms and positions in Å:
C1 -1.89 -0.61 -0.14
C2 -0.69 1.59 0.51
N1 2.51 -1.49 -0.19
N2 -0.92 0.16 0.64
O1 0.88 -0.48 -1.94
O2 2.15 1.06 -0.52
O3 0.16 -0.48 0.95
S1 1.54 -0.25 -0.64
H1 -2.37 0.19 -0.76
H2 -1.37 -1.35 -0.85
H3 -2.61 -1.06 0.55
H4 -1.66 2.19 0.71
H5 0.09 1.77 1.19
H6 -0.49 2.07 -0.43
H7 2.79 -1.12 0.75
H8 1.87 -2.19 0.18

=====

# 2
The following is a quantum chemistry calculation of a molecular structure, C24H24BCoF2N6S3, from the Open Molecules 2025 dataset.

Output
- Multiplicity: 4
- Frontier orbital gap (spin up / spin down): 6.496 / 6.511 eV
- Total charge: +1

Atoms and positions in Å:
Co1 1.20 0.35 0.38
C1 3.05 -2.43 -2.56
C2 2.93 -1.60 -1.45
N1 1.75 -1.37 -0.90
C3 0.67 -1.97 -1.44
C4 0.81 -2.77 -2.56
N2 1.99 -3.00 -3.12
C5 -0.60 -1.75 -0.69
C6 -1.76 -2.48 -0.85
C7 -2.80 -2.32 0.07
C8 -2.57 -1.50 1.18
C9 -1.38 -0.80 1.27
N3 -0.47 -0.87 0.29
C10 -0.89 -0.07 2.46
C11 -1.66 0.21 3.58
N4 -1.14 0.76 4.68
C12 0.16 1.03 4.65
C13 0.94 0.80 3.53
N5 0.42 0.25 2.44
C14 -4.06 -3.06 -0.08
C15 -4.81 -3.48 1.02
C16 -5.99 -4.17 0.80
N6 -6.46 -4.46 -0.40
C17 -5.76 -4.06 -1.45
C18 -4.56 -3.37 -1.35
H1 4.01 -2.62 -3.01
H2 3.79 -1.10 -1.03
H3 -0.05 -3.24 -3.02
H4 -1.84 -3.22 -1.64
H5 -3.31 -1.42 1.96
H6 -2.72 0.00 3.60
H7 0.60 1.46 5.54
H8 1.99 1.09 3.48
H9 -4.47 -3.31 2.03
H10 -6.58 -4.51 1.65
H11 -6.16 -4.29 -2.43
H12 -4.05 -3.05 -2.25
C19 3.18 2.85 -2.06
C20 2.05 2.21 -2.86
S1 0.73 1.29 -2.01
C21 -0.43 2.60 -1.55
C22 0.12 3.61 -0.56
S2 0.76 2.81 0.94
C23 2.32 3.69 1.28
C24 3.85 1.52 0.34
S3 4.38 1.69 -1.36
H13 2.83 3.49 -1.26
H14 3.74 3.48 -2.75
H15 2.46 1.49 -3.57
H16 1.53 2.97 -3.45
H17 -1.29 2.07 -1.14
H18 -0.76 3.10 -2.46
H19 -0.66 4.30 -0.27
H20 0.93 4.18 -1.01
H21 2.17 4.21 2.22
H22 2.41 4.45 0.50
H23 2.85 1.06 0.37
H24 4.54 0.79 0.79
F1 3.57 2.07 2.68
B1 3.69 2.77 1.42
F2 4.78 3.62 1.42

=====

# 3
The following is a quantum chemistry calculation of a molecular structure, C22H20BF6N7PdSb, from the Open Molecules 2025 dataset.

Output
- Multiplicity: 2
- Frontier orbital gap (spin up / spin down): 5.558 / 6.474 eV
- Total charge: -2

Atoms and positions in Å:
Pd1 0.58 -0.97 0.18
C1 -2.89 -3.10 -1.56
C2 -2.20 -2.86 -0.36
N1 -0.90 -2.69 -0.59
N2 -0.73 -2.79 -1.93
C3 -1.91 -3.05 -2.53
B1 0.67 -2.70 -2.57
N3 1.09 -1.24 -2.91
C4 0.68 -0.51 -3.97
C5 1.30 0.72 -3.90
C6 2.08 0.64 -2.74
N4 1.96 -0.54 -2.16
N5 1.71 -3.34 -1.63
C7 2.52 -4.38 -1.92
C8 3.32 -4.63 -0.83
C9 2.92 -3.67 0.11
N6 1.96 -2.90 -0.37
H1 -3.94 -3.26 -1.70
H2 -2.58 -2.82 0.64
H3 -1.96 -3.16 -3.60
H4 0.64 -3.33 -3.61
H5 -0.02 -0.91 -4.67
H6 1.18 1.56 -4.57
H7 2.72 1.39 -2.30
H8 2.46 -4.85 -2.89
H9 4.07 -5.40 -0.72
H10 3.28 -3.50 1.11
F1 -1.91 -0.63 2.06
Sb1 -3.65 0.04 2.33
F2 -4.09 -0.16 0.51
F3 -4.25 -1.74 2.66
F4 -5.41 0.66 2.67
F5 -3.27 0.25 4.18
F6 -3.08 1.82 2.03
N7 -0.23 0.89 -0.31
C10 0.10 1.76 0.53
C11 -0.12 3.23 0.28
C12 0.58 4.22 0.97
C13 0.37 5.57 0.69
C14 -0.54 5.94 -0.29
C15 -1.24 4.96 -0.98
C16 -1.03 3.62 -0.70
C17 0.66 1.33 1.86
C18 1.67 0.35 1.88
C19 1.99 -0.29 3.07
C20 1.33 0.04 4.25
C21 0.37 1.04 4.24
C22 0.04 1.68 3.05
H11 1.29 3.93 1.74
H12 0.92 6.33 1.23
H13 -0.72 6.99 -0.50
H14 -1.97 5.24 -1.74
H15 -1.56 2.83 -1.22
H16 2.33 0.23 1.02
H17 2.77 -1.05 3.08
H18 1.57 -0.48 5.17
H19 -0.16 1.30 5.15
H20 -0.77 2.40 3.03

=====

# 4
The following is a quantum chemistry calculation of a molecular structure, C55H121N7O8, from the Open Molecules 2025 dataset.

Output
- Multiplicity: 1
- Frontier orbital gap: 8.079 eV

Atoms and positions in Å:
C1 -14.81 -24.40 7.48
C2 -15.32 -23.23 8.35
C3 -16.83 -23.49 8.73
O1 -17.62 -23.53 7.52
C4 -17.92 -22.27 6.99
N1 -14.58 -23.15 9.61
H1 -15.17 -25.35 7.88
H2 -13.73 -24.46 7.39
H3 -15.05 -24.31 6.42
H4 -15.28 -22.29 7.81
H5 -17.17 -22.74 9.45
H6 -16.85 -24.48 9.18
H7 -18.73 -21.88 7.60
H8 -18.29 -22.51 5.99
H9 -17.15 -21.53 6.78
H10 -15.02 -22.56 10.29
H11 -14.62 -24.13 9.88
C5 -16.46 -25.71 -3.05
O2 -16.27 -26.64 -1.94
C6 -16.59 -28.01 -2.22
C7 -16.75 -28.73 -0.85
N2 -15.43 -28.91 -0.27
C8 -15.61 -29.13 1.13
C9 -14.26 -29.52 1.80
O3 -14.43 -30.07 3.15
C10 -14.89 -29.16 4.12
H12 -15.76 -24.89 -2.93
H13 -17.43 -25.22 -3.11
H14 -16.41 -26.06 -4.08
H15 -15.95 -28.57 -2.91
H16 -17.58 -28.07 -2.68
H17 -17.10 -29.76 -0.94
H18 -17.40 -28.40 -0.04
H19 -15.13 -27.95 -0.41
H20 -16.23 -30.03 1.18
H21 -15.91 -28.24 1.67
H22 -13.50 -28.74 1.75
H23 -13.78 -30.37 1.31
H24 -15.92 -29.03 4.43
H25 -14.45 -28.16 4.15
H26 -14.50 -29.73 4.96
C11 -21.35 -21.98 -2.03
C12 -20.03 -22.74 -2.20
C13 -19.33 -21.78 -3.19
C14 -17.81 -21.86 -3.24
C15 -17.22 -21.95 -1.84
C16 -17.94 -22.80 -0.70
N3 -19.35 -22.71 -0.90
O4 -20.04 -23.31 0.15
C17 -17.34 -24.20 -0.84
C18 -17.40 -22.28 0.65
C19 -20.29 -24.19 -2.69
H27 -21.91 -21.54 -2.86
H28 -21.24 -21.15 -1.32
H29 -22.09 -22.59 -1.51
H30 -19.67 -21.93 -4.21
H31 -19.50 -20.76 -2.85
H32 -17.47 -20.99 -3.79
H33 -17.52 -22.75 -3.80
H34 -17.08 -20.87 -1.73
H35 -16.20 -22.31 -1.96
H36 -16.38 -24.30 -0.35
H37 -18.07 -24.94 -0.51
H38 -17.30 -24.44 -1.90
H39 -16.31 -22.30 0.70
H40 -17.72 -21.25 0.78
H41 -17.77 -22.75 1.56
H42 -19.43 -24.79 -2.99
H43 -21.09 -24.41 -3.39
H44 -20.74 -24.63 -1.80
H45 -20.06 -22.57 0.77
C20 -20.79 -29.31 -3.68
C21 -20.64 -27.75 -3.37
C22 -22.01 -27.01 -3.78
C23 -23.12 -26.81 -2.81
C24 -23.05 -27.74 -1.65
C25 -21.66 -27.67 -0.94
N4 -20.61 -27.51 -1.91
O5 -19.30 -27.58 -1.25
C26 -21.69 -26.54 0.02
C27 -21.57 -28.94 -0.13
C28 -19.41 -27.14 -4.03
H46 -21.79 -29.60 -3.37
H47 -20.23 -30.07 -3.12
H48 -20.79 -29.58 -4.73
H49 -21.68 -26.00 -4.00
H50 -22.50 -27.44 -4.66
H51 -24.08 -26.95 -3.32
H52 -23.29 -25.80 -2.45
H53 -23.27 -28.78 -1.88
H54 -23.86 -27.51 -0.95
H55 -21.01 -26.76 0.85
H56 -21.40 -25.53 -0.27
H57 -22.68 -26.36 0.44
H58 -22.32 -28.90 0.66
H59 -21.51 -29.82 -0.77
H60 -20.58 -29.03 0.30
H61 -19.65 -27.02 -5.09
H62 -18.60 -27.84 -3.83
H63 -19.20 -26.22 -3.50
H64 -18.96 -26.69 -1.36
C29 -11.52 -24.01 5.50
C30 -11.20 -24.03 3.98
C31 -10.95 -25.54 3.55
C32 -12.23 -26.38 3.39
C33 -13.25 -25.56 2.51
C34 -13.60 -24.17 2.96
N5 -12.36 -23.48 3.28
O6 -12.50 -22.14 3.49
C35 -14.26 -23.47 1.78
C36 -14.52 -24.29 4.26
C37 -9.82 -23.34 3.61
H65 -12.18 -23.19 5.77
H66 -11.95 -24.97 5.80
H67 -10.64 -23.90 6.13
H68 -10.63 -25.55 2.51
H69 -10.24 -25.99 4.25
H70 -12.08 -27.39 3.00
H71 -12.63 -26.53 4.40
H72 -14.13 -26.21 2.43
H73 -12.77 -25.57 1.53
H74 -14.48 -22.42 1.99
H75 -15.26 -23.87 1.59
H76 -13.66 -23.28 0.89
H77 -14.19 -24.86 5.13
H78 -15.43 -24.83 3.98
H79 -14.80 -23.29 4.58
H80 -9.95 -22.25 3.58
H81 -9.08 -23.70 4.32
H82 -9.39 -23.49 2.62
H83 -12.38 -21.84 2.59
C38 -15.49 -21.54 3.65
C39 -16.84 -20.78 3.71
C40 -17.65 -21.59 2.62
C41 -19.14 -21.30 2.45
C42 -19.82 -21.30 3.80
C43 -19.05 -20.50 4.85
N6 -17.58 -20.91 4.98
O7 -16.92 -20.22 5.97
C44 -19.29 -19.00 4.66
C45 -19.73 -20.98 6.17
C46 -16.71 -19.31 3.19
H84 -15.02 -21.38 2.68
H85 -15.45 -22.61 3.84
H86 -14.76 -21.07 4.30
H87 -17.12 -21.84 1.70
H88 -17.67 -22.58 3.08
H89 -19.64 -21.97 1.75
H90 -19.26 -20.37 1.90
H91 -20.10 -22.35 3.89
H92 -20.79 -20.82 3.69
H93 -18.53 -18.34 5.08
H94 -19.62 -18.88 3.63
H95 -20.15 -18.67 5.24
H96 -20.81 -21.05 6.04
H97 -19.45 -22.03 6.26
H98 -19.33 -20.50 7.06
H99 -15.86 -19.26 2.51
H100 -16.52 -18.51 3.91
H101 -17.59 -19.03 2.61
H102 -16.51 -20.93 6.47
C47 -18.77 -25.03 6.19
C48 -18.05 -24.94 4.84
C49 -17.01 -26.10 4.80
C50 -16.47 -26.43 3.38
C51 -17.68 -26.54 2.42
C52 -18.71 -25.38 2.49
N7 -19.14 -25.11 3.92
O8 -20.23 -24.29 4.07
C53 -18.23 -24.20 1.65
C54 -20.09 -25.83 1.73
C55 -17.24 -23.58 4.81
H103 -18.13 -24.89 7.06
H104 -19.40 -25.91 6.31
H105 -19.27 -24.08 6.36
H106 -16.13 -25.79 5.38
H107 -17.55 -26.95 5.22
H108 -15.83 -27.31 3.36
H109 -15.88 -25.67 2.88
H110 -18.14 -27.50 2.67
H111 -17.36 -26.60 1.37
H112 -18.16 -24.38 0.58
H113 -18.79 -23.26 1.73
H114 -17.19 -23.93 1.84
H115 -20.32 -26.85 2.04
H116 -20.97 -25.24 1.99
H117 -20.01 -25.80 0.64
H118 -16.56 -23.61 3.96
H119 -16.64 -23.41 5.70
H120 -17.97 -22.77 4.74
H121 -20.83 -24.97 4.39

=====

# 5
The following is a quantum chemistry calculation of 2 unconnected molecules or ions with the total composition C5H11O2, from the Open Molecules 2025 dataset.

Output
- Multiplicity: 1
- Frontier orbital gap: 7.477 eV
- Total charge: -1

Atoms and positions in Å:
C1 -0.93 -1.20 1.82
C2 -2.03 -0.39 1.15
H1 -0.11 -1.44 1.16
H2 -0.54 -0.69 2.69
H3 -1.33 -2.18 2.13
H4 -1.95 0.70 1.17
H5 -3.00 -0.56 1.62
H6 -2.23 -0.66 0.11
C3 1.35 0.34 -0.59
C4 1.36 1.77 -1.21
C5 0.92 -0.62 -1.82
O1 1.32 -1.79 -1.63
O2 0.19 -0.17 -2.73
H7 2.27 0.00 -0.12
H8 0.68 0.32 0.26
H9 0.59 1.94 -1.95
H10 2.27 2.18 -1.68
H11 1.16 2.46 -0.38

=====

# 6
The following is a quantum chemistry calculation of 8 unconnected molecules or ions with the total composition C33H86N6O8, from the Open Molecules 2025 dataset.

Output
- Multiplicity: 1
- Frontier orbital gap: 8.465 eV
- Structure (SMILES): CC1(C)CCCC(C)(C)N1O.COC[C@H](C)N.COC[C@H](C)N.COC[C@H](C)N.COC[C@H](C)N.COC[C@H](C)N.CCO.CCO

Atoms and positions in Å:
C1 11.68 -14.63 -3.21
C2 10.73 -15.24 -2.18
O1 9.42 -15.04 -2.59
H1 11.90 -15.28 -4.05
H2 12.65 -14.41 -2.76
H3 11.23 -13.75 -3.67
H4 10.86 -14.72 -1.22
H5 10.87 -16.32 -2.14
H6 9.36 -14.18 -3.02
C3 16.70 -10.47 -3.87
C4 15.45 -9.53 -4.03
O2 14.25 -10.17 -4.15
H7 16.90 -11.01 -4.80
H8 16.52 -11.17 -3.05
H9 17.55 -9.80 -3.73
H10 15.60 -8.89 -4.91
H11 15.39 -8.88 -3.16
H12 13.62 -9.56 -4.54
C5 7.99 -9.89 3.89
C6 8.95 -10.97 3.42
C7 8.11 -12.02 2.60
C8 8.94 -12.97 1.77
C9 9.79 -12.24 0.81
C10 10.63 -11.14 1.55
N1 9.88 -10.31 2.52
O3 10.66 -9.31 3.13
C11 11.85 -11.79 2.17
C12 11.07 -10.14 0.41
C13 9.70 -11.70 4.58
H13 7.50 -9.32 3.10
H14 8.51 -9.15 4.50
H15 7.21 -10.22 4.57
H16 7.48 -12.57 3.30
H17 7.48 -11.53 1.85
H18 8.20 -13.53 1.19
H19 9.55 -13.62 2.40
H20 9.21 -11.73 0.04
H21 10.45 -12.96 0.33
H22 12.53 -12.22 1.44
H23 12.43 -11.03 2.69
H24 11.66 -12.62 2.85
H25 11.64 -9.26 0.70
H26 11.82 -10.58 -0.25
H27 10.25 -9.82 -0.23
H28 10.30 -12.55 4.25
H29 8.95 -12.11 5.27
H30 10.39 -11.05 5.12
H31 10.21 -8.54 2.77
C14 8.46 -20.01 -3.14
C15 8.68 -18.47 -3.25
C16 7.44 -17.75 -3.92
O4 6.11 -17.95 -3.33
C17 5.05 -17.22 -3.96
N2 8.85 -17.88 -1.96
H32 7.63 -20.21 -2.46
H33 9.33 -20.51 -2.70
H34 8.14 -20.47 -4.07
H35 9.58 -18.27 -3.82
H36 7.34 -18.04 -4.96
H37 7.74 -16.70 -3.97
H38 4.14 -17.63 -3.54
H39 5.07 -17.44 -5.03
H40 5.19 -16.16 -3.76
H41 9.04 -16.92 -2.22
H42 7.95 -17.89 -1.51
C18 10.09 -11.27 -3.27
C19 9.63 -11.38 -4.72
C20 8.26 -11.92 -5.01
O5 8.26 -13.35 -4.77
C21 7.20 -13.97 -5.43
N3 9.81 -10.09 -5.38
H43 11.14 -10.99 -3.13
H44 9.80 -12.16 -2.70
H45 9.53 -10.46 -2.80
H46 10.29 -12.03 -5.30
H47 8.06 -11.74 -6.06
H48 7.52 -11.54 -4.30
H49 7.32 -14.06 -6.51
H50 6.26 -13.52 -5.14
H51 7.07 -15.00 -5.10
H52 9.58 -10.12 -6.36
H53 10.76 -9.77 -5.30
C22 12.33 -7.68 -2.29
C23 11.32 -7.29 -3.40
C24 11.84 -7.41 -4.81
O6 12.36 -8.67 -5.18
C25 12.75 -8.72 -6.53
N4 10.14 -8.09 -3.22
H54 11.84 -7.54 -1.33
H55 13.22 -7.05 -2.25
H56 12.65 -8.70 -2.53
H57 11.15 -6.22 -3.28
H58 12.62 -6.65 -4.93
H59 11.03 -7.14 -5.49
H60 12.77 -9.73 -6.93
H61 13.73 -8.25 -6.56
H62 12.01 -8.29 -7.21
H63 9.60 -8.01 -4.07
H64 10.36 -9.07 -3.23
C26 7.32 -8.64 -8.12
C27 8.35 -8.76 -9.27
C28 9.09 -10.09 -9.37
O7 9.91 -10.23 -8.25
C29 10.56 -11.49 -8.18
N5 7.60 -8.54 -10.49
H65 7.77 -8.80 -7.14
H66 6.54 -9.41 -8.15
H67 6.95 -7.64 -7.93
H68 9.12 -8.00 -9.28
H69 9.66 -10.12 -10.30
H70 8.34 -10.89 -9.42
H71 11.21 -11.74 -9.02
H72 9.85 -12.31 -8.07
H73 11.17 -11.56 -7.28
H74 7.46 -7.54 -10.43
H75 8.26 -8.69 -11.23
C30 6.19 -14.47 -1.52
C31 5.64 -13.37 -0.60
C32 6.23 -12.00 -1.09
O8 5.90 -11.02 -0.04
C33 6.24 -9.67 -0.41
N6 4.20 -13.28 -0.66
H76 7.26 -14.54 -1.34
H77 6.04 -14.32 -2.58
H78 5.65 -15.34 -1.14
H79 5.93 -13.60 0.42
H80 5.66 -11.72 -1.98
H81 7.30 -12.06 -1.25
H82 7.31 -9.49 -0.32
H83 5.73 -9.03 0.31
H84 5.75 -9.49 -1.37
H85 3.95 -12.67 0.10
H86 3.98 -12.71 -1.47

=====

no.,calculated total energy (eV),strongest force on any atom (eV/A)
1,-22157.2752,4.0
2,-110460.2635,0.3
3,-60574.7000,0.7
4,-85769.8359,10.0
5,-9459.3708,2.7
6,-60930.3429,2.9